{
  "formula": "C33H92NO25",
  "method": "wB97M-V/def2-TZVPD",
  "elements": ["H", "C", "C", "C", "H", "H", "O", "H", "O", "O", "H", "C", "O", "H", "O", "H", "O", "C", "H", "H", "O", "H", "C", "O", "H", "H", "H", "H", "O", "H", "H", "O", "C", "H", "H", "H", "H", "H", "C", "H", "N", "H", "H", "H", "C", "O", "C", "H", "H", "H", "H", "H", "H", "H", "C", "C", "H", "C", "H", "O", "C", "O", "H", "O", "H", "H", "H", "O", "H", "H", "H", "H", "H", "C", "H", "O", "C", "H", "C", "H", "H", "H", "O", "H", "H", "H", "H", "H", "H", "C", "H", "H", "O", "C", "O", "H", "H", "H", "C", "O", "C", "C", "H", "C", "H", "C", "C", "H", "H", "C", "H", "C", "H", "O", "O", "H", "H", "H", "H", "O", "H", "C", "H", "C", "O", "O", "H", "H", "H", "H", "C", "H", "H", "H", "H", "H", "C", "H", "H", "H", "H", "H", "H", "H", "H", "H", "H", "C", "H", "C", "H"],
  "positions_angstrom": [[-2.504, 1.460, -7.060], [-1.506, -0.280, 0.896], [4.178, 1.727, 0.010], [-3.182, -1.876, 3.904], [-1.433, -0.847, 1.824], [-2.856, 1.720, -1.793], [-3.652, -1.545, 5.211], [-1.788, -1.087, 0.220], [4.469, 0.734, 1.010], [0.578, -2.746, 4.371], [-4.167, -2.364, 1.985], [0.523, -2.917, 0.393], [4.589, 0.515, 6.115], [-0.427, 1.461, 2.343], [-3.419, 1.158, -5.192], [0.491, -1.266, 5.979], [-3.525, 3.417, 3.147], [1.464, -1.409, -1.347], [-4.644, -1.554, -1.382], [-1.748, 2.562, 3.709], [3.923, -0.992, 3.745], [0.640, 1.461, -1.176], [0.351, 4.618, -2.930], [-4.305, -3.328, -2.445], [4.839, 0.915, 6.952], [-5.798, -3.259, 3.981], [-6.771, -2.981, -1.497], [-1.106, 0.940, -1.136], [4.188, 3.982, 4.490], [-0.307, 2.011, -5.918], [-0.794, -3.467, -3.325], [-1.648, 4.537, -4.390], [1.458, -1.638, 0.077], [6.411, -1.995, -6.578], [1.215, 2.547, 4.707], [-3.852, -2.904, -0.521], [2.495, 4.752, 5.245], [-0.287, -3.025, -0.329], [-0.187, 1.667, 1.300], [-0.957, 2.274, 0.822], [1.075, -0.452, 0.872], [3.689, 3.795, -0.215], [0.477, -2.647, -4.164], [2.240, 1.241, 3.117], [-2.509, 3.229, 4.114], [5.979, -1.782, -5.747], [4.526, -1.899, -5.923], [1.327, -2.297, -1.963], [-6.168, -2.457, 0.136], [3.795, 0.051, 0.987], [0.933, -2.243, 3.634], [-2.822, 2.533, 4.892], [4.256, -1.280, -3.811], [-1.304, -2.463, -4.684], [-3.933, 3.623, -1.122], [3.754, 3.067, 0.594], [1.422, -4.808, -2.023], [3.562, -0.462, 6.181], [-3.954, -0.634, 5.199], [-5.953, -4.472, -0.368], [3.815, -1.561, 5.106], [-0.924, -0.011, -5.702], [-4.213, 1.954, -3.294], [0.861, -6.544, 0.073], [-1.771, -0.364, -5.418], [5.115, 1.998, -0.477], [4.286, -1.555, -6.929], [4.797, 3.522, 1.506], [2.434, -6.868, -1.322], [0.116, -3.033, 1.397], [0.197, -3.533, -5.821], [2.998, -2.281, 5.061], [-3.220, 3.980, -0.378], [-1.876, 4.538, 4.761], [0.205, 4.959, -5.074], [-5.100, -3.482, 3.361], [0.836, -5.708, -2.211], [-0.397, 6.179, -4.014], [2.992, 3.785, 5.165], [5.077, 0.568, -4.735], [-4.674, -4.212, -2.380], [-0.969, 1.575, -4.356], [4.185, 0.393, -5.044], [-0.951, 4.676, -1.633], [-3.081, 4.096, 2.634], [-2.708, 5.241, 4.809], [1.894, 3.417, 3.256], [3.685, -1.315, -0.076], [1.036, -3.871, 0.269], [-0.503, -3.102, -4.310], [3.496, -0.964, 7.147], [-0.586, -1.243, -1.876], [-0.679, 4.881, 4.123], [-4.409, -2.232, 3.039], [-4.713, 1.799, -2.489], [-3.851, 0.457, -5.687], [-2.278, 0.490, 0.890], [0.450, -5.427, -3.983], [3.910, -1.015, -4.810], [-3.414, 4.438, -2.203], [0.277, -0.581, -1.801], [2.108, 2.897, 4.190], [4.266, 4.938, 4.454], [1.347, -6.827, -1.258], [4.697, -2.155, 5.345], [-1.011, 1.344, -5.421], [-0.115, 0.297, 0.550], [-5.124, -1.409, 3.025], [0.394, -0.434, -2.875], [-0.381, 5.099, -4.166], [3.540, 1.474, -0.837], [-3.801, 2.089, -1.394], [2.832, -1.170, -4.763], [1.110, -5.982, -3.562], [1.440, -0.593, 2.330], [-2.563, 2.782, -5.942], [-3.872, 1.476, -0.495], [-2.531, -1.083, 3.537], [-5.202, -4.579, 0.220], [-0.122, 5.145, -1.756], [-0.355, -0.857, 4.524], [-0.125, -1.691, 5.187], [-2.623, -2.811, 3.855], [-2.379, 1.710, -6.007], [-0.157, -4.102, -5.133], [2.789, 1.718, 3.744], [4.659, 4.451, 1.705], [4.214, -2.937, -5.810], [1.630, -6.407, 0.630], [-3.934, 5.241, -2.126], [-0.066, 0.651, -0.988], [3.056, -2.993, -0.331], [3.319, -2.420, 1.280], [2.744, 2.994, 0.998], [2.364, -0.887, -1.673], [-1.662, 4.324, 5.808], [-6.020, -3.118, -0.718], [-0.194, -5.514, -1.911], [1.001, -7.817, -1.555], [3.042, -0.878, 3.380], [3.137, 3.327, 6.143], [0.633, 2.385, 1.319], [-0.038, 5.345, 4.668], [-1.080, -1.992, 5.618], [-4.975, 3.918, -1.001], [2.593, 0.008, 6.016], [0.187, 3.541, -2.916], [-4.601, -2.637, -1.266], [1.417, 4.845, -2.906], [3.014, -2.095, 0.285], [-2.285, 4.724, -3.696]],
  "atomic_forces_ev_per_a": [[0.3062, -0.4781, 0.0552], [0.5027, -1.6277, -0.2934], [1.2426, 0.6146, 0.6713], [-1.4058, -0.8369, -0.4491], [-0.0305, 0.5860, 0.4379], [0.6569, 0.9391, 0.2624], [0.3995, -0.5273, 0.2689], [-0.1452, 0.0929, -0.5492], [-0.2637, 0.8960, -1.3228], [-1.6256, 1.2255, 2.1870], [0.5855, 0.0640, -0.0245], [0.6983, -0.0353, -0.2255], [0.3671, -0.0716, -0.2566], [-0.1587, 0.1313, 0.0162], [-0.0834, -0.7189, -0.1999], [0.3522, -0.3779, 0.0594], [0.4580, 0.7231, 0.4468], [-1.3051, 1.7335, -2.6710], [0.2674, -0.0387, -0.4671], [0.7103, 0.6297, -0.5058], [1.1514, -1.1095, 2.1595], [-0.0619, 0.1357, 0.1156], [0.6615, -1.4434, -1.2015], [0.3709, 0.4674, -0.9844], [-0.4222, -0.3437, 0.1643], [0.0809, -0.1016, 0.1944], [-0.0532, -0.0390, 0.1822], [0.1542, 0.4299, -0.7215], [1.2386, 0.9571, 0.0687], [0.5951, -0.7062, -0.2072], [-0.2688, -0.1609, 0.0001], [0.1740, -0.3079, -0.4983], [0.7547, -2.3189, 3.7525], [-0.0445, -0.0367, -0.0222], [-0.5405, 0.5099, 0.0848], [0.1405, 0.2488, 0.4117], [-0.4630, 0.0150, 0.4624], [-0.3441, 0.4407, -0.0397], [0.3152, -0.0730, 0.1865], [-0.5833, -0.1667, 0.1145], [2.0994, -0.1845, 1.1793], [-0.0382, -0.0010, -0.4129], [-0.4975, 1.6016, 0.6755], [-0.4734, -0.5894, -0.4298], [1.3992, -0.7443, 1.2040], [-0.9252, -0.1746, -0.0277], [1.1872, 0.7401, 1.0754], [0.6685, -0.5111, 0.3563], [-0.6740, -0.0820, 0.2550], [-0.4390, 0.1488, 0.3799], [0.2866, 0.5823, -0.8364], [-0.9669, 0.5592, 0.3920], [0.3765, -0.3093, -0.1241], [0.1729, 0.2459, -0.0059], [1.7919, -0.6527, -0.1043], [0.5126, 0.1460, 0.2982], [-0.1584, 0.2797, 0.8186], [0.1654, -0.6056, -0.6518], [0.0532, 0.0623, -0.1029], [-0.3286, -0.4386, -0.2427], [-0.6759, 1.3041, -1.5656], [1.4659, -1.2207, -0.0403], [0.0724, -0.1467, -0.2966], [0.5584, -0.2380, -0.7119], [-0.0146, -0.2747, 0.2193], [0.5013, -0.3816, -0.0006], [-0.3582, 0.2068, 0.1310], [-0.8461, -0.5891, -0.7180], [0.1267, 0.1019, 0.2617], [0.0212, 0.7740, 0.1308], [0.4480, -1.1901, -0.9983], [-0.3315, 0.0791, 0.4877], [-0.7779, -0.6726, 1.2882], [-0.7347, -2.2138, 0.5699], [0.0452, -0.3716, 0.0293], [0.7549, 1.1542, 0.1345], [1.5528, -0.3787, 1.5173], [-0.5168, 0.4494, -0.2542], [-1.6360, -1.5438, -1.8945], [0.1105, -0.1258, -0.0102], [-0.0553, -0.1553, 0.1846], [-0.1035, -0.0512, 0.1714], [-0.5981, -1.0001, 0.0492], [-0.3919, 0.2728, 0.6006], [-0.5497, 0.1487, -0.8614], [0.2525, 0.8253, -0.5461], [-0.4412, 0.8658, 0.3548], [-0.0130, -0.2726, -0.1484], [0.5387, 0.0644, -0.1857], [0.1140, 1.8378, 3.2829], [0.2308, -0.0685, 0.3255], [-0.4474, -0.1797, 0.6863], [-0.1790, 0.3863, -1.2017], [-0.3822, -0.0215, -0.8913], [-0.2748, -0.3110, 1.4420], [-0.2353, -0.0307, 0.1634], [-0.0199, -0.1197, 0.2592], [0.2647, -0.0561, -1.1402], [0.3563, 0.4999, -0.8024], [-0.5304, -0.1843, -0.8654], [-0.8624, -0.3003, -1.0167], [0.8085, -1.2021, 0.1876], [0.6038, -0.0904, -0.2208], [-0.3986, 0.6469, -0.3046], [0.3863, 0.4168, -0.1971], [-2.0084, 1.1972, -0.9544], [0.4728, 1.5513, -0.2940], [-0.2117, 0.1362, 0.2994], [0.2783, 0.8543, -0.2113], [0.7103, 1.1750, 0.1691], [-0.5666, -0.5735, 0.3654], [-0.1459, 1.1289, -1.9115], [-0.1289, 0.3143, -0.3107], [-0.9545, -0.6940, 0.1365], [-1.3319, 0.1202, -2.0457], [0.3465, 0.1875, -0.0325], [-1.1026, 0.1292, 0.0174], [-0.3384, -0.0414, -0.4359], [0.0470, -0.1071, 0.2885], [-1.2626, 0.6015, 1.2711], [0.0953, 0.0705, -0.1959], [0.7620, -0.4818, -1.4137], [0.4102, 0.1065, 0.9519], [-0.2614, 2.1948, 0.9660], [-0.2293, -2.1171, -2.9429], [0.6631, 1.0988, 1.3938], [-0.2318, -0.0803, 0.0339], [-0.0267, -0.1068, 0.0958], [-0.0993, 0.1078, 0.1466], [0.1628, 0.2231, -0.3398], [-0.1392, -1.0444, 1.1392], [0.4051, 0.1005, -0.3429], [-0.3075, 0.3817, 0.2116], [0.1116, 0.0441, 0.7789], [0.2038, -0.0286, 0.0344], [-0.0313, -0.2825, 0.1672], [2.3766, 1.3152, -0.3223], [-0.3347, -0.0733, -0.5234], [-0.3079, 0.0540, -0.1709], [-0.7188, 0.1449, -0.3782], [-0.0345, -0.1451, 0.0183], [0.7647, -0.6603, -0.2604], [-0.3655, -0.0522, 0.3145], [0.2369, -0.7131, -0.1067], [0.0560, -0.4202, 0.5375], [-0.0923, 0.1020, -0.2839], [0.5123, -0.4748, 0.0188], [-2.0287, -1.1265, 0.7299], [0.0731, -0.0897, -0.6833], [-1.9223, -0.0631, 0.6603], [0.0590, -0.0004, 0.4504]],
  "energy_ha": -3247.867300,
  "spin_multiplicity": 1,
  "homo_lumo_gap_ev": 5.41,
  "homo_ev": -3.62,
  "charge": -1
}

***

{
  "formula": "C17H35N2O8",
  "method": "wB97M-V/def2-TZVPD",
  "elements": ["H", "O", "C", "H", "H", "H", "H", "H", "H", "C", "H", "H", "C", "O", "C", "H", "H", "H", "C", "H", "C", "C", "H", "H", "C", "C", "H", "N", "H", "O", "H", "H", "O", "H", "C", "N", "C", "H", "O", "H", "O", "H", "H", "H", "H", "C", "O", "H", "H", "H", "C", "H", "C", "H", "H", "O", "H", "C", "C", "C", "H", "H"],
  "positions_angstrom": [[-5.104, -1.354, 1.567], [-0.156, -4.131, -5.246], [-0.862, -1.123, -5.095], [4.974, 5.389, 6.049], [1.766, -4.117, -4.460], [-0.064, -1.767, -5.469], [1.012, -0.226, 6.198], [-1.340, -0.053, -6.877], [-2.563, -3.193, -3.174], [-2.399, -0.110, 0.297], [0.665, -0.027, 4.465], [-3.579, -2.701, -8.177], [3.037, 1.000, 3.945], [-0.536, -1.986, 1.314], [1.781, 3.840, 4.497], [-0.411, -0.191, -4.746], [-3.048, 1.772, -0.297], [-0.617, 0.918, -0.134], [-4.502, 0.528, 0.618], [-0.127, -3.816, -3.203], [2.483, 4.830, 5.396], [-1.931, -3.034, -4.052], [3.895, 5.835, 7.397], [4.253, 2.374, 2.904], [-0.150, -0.916, 0.926], [3.582, 2.395, 3.765], [-2.549, -3.167, -4.941], [-3.068, -1.093, 0.880], [1.365, 3.021, 5.088], [-1.478, -1.688, -3.941], [0.958, 4.366, 4.008], [-2.629, -1.973, 1.127], [3.324, 4.157, 6.310], [-3.297, -0.962, -8.399], [-3.382, -1.765, -7.660], [-3.266, 0.887, 0.134], [4.328, 4.996, 6.842], [4.160, 2.703, 4.638], [-2.183, -1.930, -6.935], [-1.278, -5.045, -3.784], [2.396, 0.852, 5.195], [-2.719, -0.302, -5.777], [-4.222, -1.545, -6.990], [-5.363, 1.169, 0.590], [3.859, 0.275, 3.873], [-4.375, -0.726, 1.092], [1.011, -0.393, 1.315], [4.928, 4.394, 7.521], [1.574, -4.691, -6.131], [1.930, -1.165, 4.999], [-1.825, -0.775, -6.205], [-0.839, -0.569, -1.085], [1.131, -4.700, -5.138], [3.063, 5.527, 4.781], [0.999, 0.573, 1.353], [2.586, 3.351, 3.432], [1.083, -5.734, -4.780], [-0.961, -0.114, -0.100], [-0.830, -4.067, -4.009], [1.459, -0.197, 5.206], [1.726, 5.403, 5.950], [2.327, 0.793, 3.135]],
  "atomic_forces_ev_per_a": [[0.0599, -0.1507, 0.0093], [0.0706, 0.2012, 0.0538], [0.0905, 0.1067, 0.0116], [-0.0182, 0.0253, 0.0013], [-0.0073, -0.0208, 0.0198], [-0.0686, -0.0535, -0.0575], [0.0112, -0.0116, 0.0122], [-0.0492, 0.0693, 0.0305], [-0.0152, 0.0124, -0.0069], [-0.0583, -0.0453, -0.1513], [0.0171, -0.0239, -0.0102], [0.0116, -0.0023, -0.0147], [0.0993, -0.1477, 0.2093], [0.2225, 0.2578, -0.1969], [-0.1016, 0.0622, 0.0037], [0.0062, -0.0096, 0.0140], [0.0426, 0.0212, -0.0274], [0.0277, 0.0361, -0.2415], [-0.2412, -0.0293, 0.0451], [-0.0091, 0.0060, 0.0238], [0.0108, -0.0235, 0.1423], [-0.1056, -0.0395, 0.0691], [0.0083, 0.0148, -0.0120], [0.0234, 0.0198, 0.0119], [-0.1927, -0.2736, -0.0605], [0.1050, 0.0382, -0.0727], [0.0898, -0.0201, -0.0599], [0.0321, -0.3831, 0.0430], [0.0786, -0.0002, 0.0462], [0.0137, 0.0531, 0.1500], [-0.0010, -0.0104, -0.0064], [0.1509, 0.0057, 0.0488], [0.1096, -0.0386, -0.1594], [-0.0172, 0.0120, 0.0088], [0.0630, -0.0012, -0.0830], [0.0942, 0.2809, -0.1709], [-0.0464, -0.0140, 0.0793], [-0.0884, -0.0328, 0.0650], [-0.1047, -0.0530, 0.1834], [0.0343, 0.0015, 0.0910], [-0.1724, 0.1928, -0.0878], [0.0023, 0.0247, 0.0221], [0.0050, 0.0298, -0.0089], [0.0480, 0.1225, -0.0394], [-0.0181, -0.0144, -0.1079], [-0.1787, 0.0739, 0.0499], [-0.1394, -0.2244, 0.2750], [-0.0091, -0.0032, 0.0165], [-0.0079, -0.0134, -0.0116], [-0.0180, -0.0027, -0.0236], [0.0194, -0.0713, -0.1371], [0.0633, -0.0556, -0.0710], [-0.0425, -0.0853, -0.0475], [-0.0086, 0.0120, -0.0234], [0.1550, 0.0628, -0.3075], [-0.0747, -0.0689, -0.0560], [0.0125, 0.0073, 0.0170], [-0.1012, 0.2708, 0.6170], [0.0171, -0.0926, -0.1152], [0.0816, -0.0478, 0.0640], [0.0146, 0.0683, -0.0446], [0.0038, -0.0245, -0.0220]],
  "energy_ha": -1379.859056,
  "spin_multiplicity": 1,
  "homo_lumo_gap_ev": 8.18,
  "homo_ev": -11.16,
  "charge": 1
}